Here is C26H63BBrI2N6O3P2 as an isolated structure from the Open Molecules 2025 dataset. Energies are from ωB97M-V/def2-TZVPD.

```
104
Properties=species:S:1:pos:R:3:forces:R:3
C -2.64824 1.41727 4.48751 -0.42 1.04 1.11
C -4.01225 0.57126 4.76981 -2.32 -1.45 -3.82
I -4.40116 0.07820 6.91291 0.74 0.63 -1.33
C -4.98562 0.08758 3.70949 3.77 1.93 4.77
I -6.67364 -1.07834 4.50140 0.84 0.61 -0.91
B -4.71735 0.41352 2.08475 -0.99 -1.85 -0.37
Br -4.71374 2.44205 1.83793 0.56 1.04 0.10
C -5.99562 -0.10208 1.12735 -0.67 -1.41 0.24
C -7.38498 0.70627 1.39114 -0.45 -1.24 0.68
C -7.85323 1.80845 0.31444 -0.65 1.22 0.52
C -6.89767 2.10477 -0.96493 -0.32 0.49 -1.31
C -8.09597 3.25200 1.12268 0.04 0.32 -0.20
O -3.43891 -0.22908 1.77594 0.41 1.29 -1.83
C -2.98472 -0.07143 0.40192 0.82 -1.50 -1.00
C -1.33790 0.09793 0.23050 -0.12 -0.30 -0.35
C -0.47178 -0.57867 1.44623 0.96 0.23 -0.11
C -0.89244 1.66308 -0.12211 1.02 -1.22 -0.67
C -0.29287 2.48572 1.16234 -0.70 0.38 -1.08
C 0.26122 1.54331 -1.32712 -0.26 -0.55 0.04
H -1.93137 1.30706 5.42986 -1.46 0.00 -2.14
H -2.09227 1.19031 3.48765 -1.40 0.02 1.92
H -2.93845 2.57455 4.46064 0.51 -2.48 -0.01
H -5.71351 -0.20505 -0.00359 -0.61 0.41 2.01
H -6.18834 -1.22397 1.49148 0.33 2.15 -0.88
H -7.32294 1.17506 2.48731 -0.15 -0.85 -2.51
H -8.24884 -0.11386 1.47151 1.71 1.77 -0.19
H -8.93390 1.50799 -0.08839 2.42 0.50 0.67
H -6.00547 2.87092 -0.76088 -1.89 -2.04 -0.13
H -7.57398 2.65804 -1.77923 1.30 -1.11 1.69
H -6.49983 1.13221 -1.53169 -0.77 2.09 1.50
H -7.50554 3.31662 2.13127 -0.99 -0.35 -2.04
H -9.24203 3.41603 1.40167 2.39 -0.26 -0.83
H -7.67589 4.12725 0.43828 -1.20 -1.64 1.46
H -3.49762 0.76745 -0.22853 0.76 -1.27 1.48
H -3.23919 -1.09454 -0.15951 0.43 2.00 1.06
H -1.05833 -0.51827 -0.75331 -0.67 1.25 2.15
H -0.66093 -0.12838 2.50879 0.10 -0.77 -2.11
H 0.68338 -0.38799 1.21334 -2.36 -0.41 0.43
H -0.58976 -1.74064 1.53286 -0.07 2.20 -0.33
H -1.82553 2.14962 -0.63390 1.73 -0.56 1.32
H -0.01771 3.57472 0.75755 -0.60 -2.29 1.16
H 0.69434 1.98709 1.56953 -2.12 0.95 -0.78
H -1.15782 2.53864 1.96764 2.01 0.04 -1.49
H 1.20982 0.93297 -0.93576 -1.97 1.52 -0.74
H -0.16918 0.87902 -2.22071 0.84 1.56 1.90
H 0.57519 2.60231 -1.74530 -0.50 -2.16 0.95
O 3.88044 3.26368 0.67137 -2.61 -1.59 3.60
P 4.87555 2.51146 1.58850 5.15 2.07 -6.81
N 5.89398 3.87745 1.64387 0.83 1.99 0.96
C 7.31483 3.96764 1.37580 0.26 -0.30 0.06
C 5.39070 5.04317 2.36559 -0.58 0.03 -0.23
N 5.40630 1.47546 0.31858 -0.24 -0.95 -0.62
C 6.76624 1.36164 -0.18475 0.23 -0.58 0.63
C 4.47711 1.22221 -0.78943 -0.45 0.04 0.38
N 6.01959 1.64667 2.64289 -3.04 -0.91 1.87
C 5.58708 0.24628 2.86897 0.14 -0.86 -0.14
C 6.17502 2.21404 3.99708 0.37 0.56 0.30
H 7.91198 3.28981 1.99061 0.19 -0.19 -0.02
H 7.71661 4.97277 1.55846 -0.46 -0.11 0.16
H 7.52917 3.77683 0.32429 0.06 -0.18 0.02
H 5.49831 4.92131 3.44592 0.07 0.22 0.28
H 4.32883 5.20880 2.16005 0.07 -0.18 -0.03
H 5.89925 5.96932 2.07421 0.06 -0.28 -0.06
H 6.98845 2.14148 -0.91767 0.03 0.09 -0.10
H 6.91264 0.39328 -0.68017 -0.18 0.06 -0.05
H 7.51595 1.38606 0.60871 -0.20 0.22 0.00
H 4.45797 2.05444 -1.49909 -0.11 0.05 -0.04
H 3.46016 1.05355 -0.41454 0.28 0.27 -0.15
H 4.74696 0.31222 -1.33968 0.28 0.08 0.22
H 4.60642 0.21183 3.35948 0.19 -0.15 0.13
H 6.31301 -0.29020 3.49358 -0.09 0.33 0.03
H 5.51574 -0.32866 1.94304 -0.02 0.42 0.00
H 5.20163 2.37615 4.47292 0.18 -0.06 0.18
H 6.72038 3.15873 3.98855 -0.20 0.04 -0.28
H 6.77097 1.55507 4.63946 -0.24 -0.13 -0.28
O -0.08800 -2.07008 -2.49717 1.68 -1.54 4.14
P 0.19837 -3.57408 -2.72787 -3.81 2.21 -7.73
N 1.16015 -3.20692 -4.08668 2.08 0.43 -1.07
C 1.08668 -3.74652 -5.42916 -0.14 -0.37 -0.10
C 2.42806 -2.52893 -3.83013 -0.21 0.45 0.39
N -1.40953 -3.89400 -3.25698 -1.00 -0.19 0.36
C -1.79712 -4.41814 -4.55728 0.12 -0.86 0.24
C -2.47587 -3.00703 -2.77592 0.25 0.09 0.52
N 0.52761 -5.30314 -2.99309 0.75 -0.03 3.63
C -0.20690 -6.14472 -2.01763 -0.66 -0.58 0.14
C 1.94116 -5.70196 -2.84237 0.58 0.03 -0.44
H 1.16508 -4.83601 -5.45925 -0.13 -0.21 -0.10
H 1.88529 -3.36900 -6.08090 0.03 0.09 0.49
H 0.16512 -3.44196 -5.92514 -0.09 -0.17 0.03
H 3.19145 -3.22807 -3.48088 0.38 -0.05 -0.03
H 2.31679 -1.75708 -3.06259 -0.14 -0.12 0.00
H 2.81622 -2.01461 -4.71675 -0.22 -0.19 0.04
H -1.85808 -3.62485 -5.30673 -0.02 0.09 -0.09
H -2.78457 -4.89391 -4.50083 0.00 0.17 0.12
H -1.12823 -5.20362 -4.91486 0.13 0.25 0.08
H -2.49875 -2.06461 -3.33083 -0.01 0.11 0.05
H -2.34774 -2.78637 -1.70912 0.05 0.12 -0.37
H -3.46212 -3.47905 -2.86656 0.26 -0.18 -0.18
H 0.09742 -5.91193 -0.98969 0.02 -0.26 -0.05
H -0.02456 -7.21051 -2.20678 0.23 0.26 -0.04
H -1.28983 -6.01701 -2.08046 0.27 0.30 -0.13
H 2.35889 -5.33208 -1.89956 0.12 -0.23 -0.06
H 2.56157 -5.34098 -3.66378 -0.20 0.27 0.05
H 2.05273 -6.79234 -2.86841 -0.31 0.18 0.15
```
Positions in Å, forces in eV/Å.

Values from the calculation:
Kohn-Sham gap, Ha: 0.1999
Charge: -1
HOMO energy, eV: -4.97
Strongest force on any atom, eV/Å: 8.89
LUMO energy, eV: 0.469

Results of the Mulliken charge analysis, in e, for atoms 1 through 6:
1 C -0.4602
2 C -0.3617
3 I -0.1331
4 C 0.1866
5 I -0.0614
6 B 1.2978